(1)
Formula: C4H7BrN4O
Source: the Open Molecules 2025 dataset
Level of theory: wB97M-V/def2-TZVPD

Computed properties:
2S+1 = 1

The geometry in XYZ format:
```
17
Properties=species:S:1:pos:R:3:nbo_charge:R:1
C -2.00043 1.48873 -0.18891 0.45
C -1.49655 0.18033 0.04940 -0.17
C 0.79628 -1.76070 -0.67334 -0.42
C 2.04429 -0.17066 0.77741 -0.43
N 0.20298 1.61512 -0.12556 0.00
N -3.22434 1.79878 -0.29421 -0.78
N -0.11815 0.37344 -0.02363 0.09
N 0.82638 -0.59639 0.19475 -0.26
O -0.94621 2.35972 -0.16483 -0.29
Br -2.29919 -1.45495 -0.04196 0.15
H 1.92433 -1.98095 -0.97504 0.21
H 0.29990 -2.55043 -0.18896 0.21
H 0.22813 -1.68070 -1.56689 0.22
H 2.49936 -1.08441 1.41319 0.21
H 2.89162 0.24269 0.22679 0.21
H 1.82950 0.50164 1.64867 0.23
H -3.45790 2.71873 -0.06689 0.35
```

(2)
Formula: H31O16
Source: the Open Molecules 2025 dataset
Level of theory: wB97M-V/def2-TZVPD

Computed properties:
Net charge = -1
2S+1 = 1

The geometry in XYZ format:
```
47
Properties=species:S:1:pos:R:3:nbo_charge:R:1
O -0.62817 1.08332 -2.98175 -1.00
H 4.08557 2.97985 0.41499 0.48
H -1.13082 3.08274 -3.94270 0.49
O 1.36792 0.20239 -1.29880 -1.00
H 0.29702 1.21497 -2.82397 0.47
H -0.78101 0.52847 -2.18881 0.51
O 1.27145 -0.40960 5.38834 -0.94
H 1.40146 0.10294 -0.35136 0.49
H -0.26954 4.18409 -4.49719 0.46
O -1.17089 3.88273 -4.46079 -0.95
H -0.53218 -3.69529 0.35053 0.47
H 1.59037 -0.66805 -1.68675 0.51
O 4.04393 2.34954 1.15581 -0.96
H -2.57186 -0.16736 -0.34256 0.52
H -0.00293 -0.62556 1.87721 0.46
O -4.46496 3.08459 -0.05151 -1.01
H -4.12583 2.20283 0.23715 0.53
H -5.16254 3.09210 -0.67042 0.46
O -3.12857 0.43321 3.46602 -1.00
H -3.67934 0.47623 2.67231 0.53
H -3.42338 0.86466 4.23003 0.46
O 1.04621 -3.98672 3.13904 -0.93
H 0.78013 -4.10131 4.03499 0.46
H 0.55173 -0.91966 4.97756 0.47
O 2.24664 2.97878 -0.77328 -0.96
H 1.74710 3.33232 -0.00689 0.46
O -3.03392 0.72377 0.72132 -1.25
H 3.15596 2.02687 0.93361 0.47
H -2.25689 1.24885 0.90669 0.43
O 0.33089 -1.99185 -2.47155 -0.98
H 1.06109 0.47676 5.06818 0.47
H 0.00653 -2.70041 -1.89329 0.48
O -0.32349 -0.92787 1.01600 -0.97
H 4.57212 -0.92796 2.16174 0.46
H -0.46982 -1.13201 -5.50625 0.48
O -0.37648 -4.50730 0.85456 -0.93
H -0.37954 -1.34678 -2.33073 0.50
H -2.59519 -0.37725 -1.98441 0.46
O 0.10941 -1.79734 -5.83333 -0.96
H -1.26849 -0.68912 1.10137 0.51
H 0.56261 -2.16338 -5.06899 0.48
O -2.01796 -0.33180 -1.20537 -1.07
H 1.49466 2.44106 -1.12214 0.50
H 1.92822 -3.61248 3.15284 0.47
O 5.51981 -1.15409 2.07222 -0.93
H -1.20218 -4.52674 1.35371 0.46
H 5.82519 -0.23316 2.20662 0.47
```

(3)
Formula: C2H5O3P
Source: the Open Molecules 2025 dataset
Level of theory: wB97M-V/def2-TZVPD

Computed properties:
2S+1 = 1

The geometry in XYZ format:
```
11
Properties=species:S:1:pos:R:3:nbo_charge:R:1
C -0.48012 -2.31458 2.02349 0.45
C 0.06028 -1.10679 -1.58559 -0.27
O 0.54944 3.24036 1.10004 -0.97
O -0.84695 -1.32115 1.53096 -0.67
O -1.11967 -0.79701 -0.73991 -0.83
P -1.27202 -0.07238 0.64730 0.76
H 1.43433 3.48220 0.90634 0.48
H 0.40278 2.53559 1.79971 0.49
H 0.65679 -2.01611 -1.30734 0.18
H 0.81855 -0.33278 -1.69587 0.19
H -0.20341 -1.29734 -2.67915 0.20
```

(4)
Formula: C12H22B4F8N2O2V
Source: the Open Molecules 2025 dataset
Level of theory: wB97M-V/def2-TZVPD

Computed properties:
Net charge = -1
2S+1 = 1

The geometry in XYZ format:
```
51
Properties=species:S:1:pos:R:3:nbo_charge:R:1
O -15.47438 14.44392 1.76610 -0.63
V -13.85639 14.04076 1.96920 1.33
O -13.20159 15.15745 2.98307 -0.52
B -12.53997 12.03082 2.06914 -0.70
H -12.19378 13.04847 2.16286 0.00
H -12.86507 11.67876 3.03589 0.02
H -13.48576 12.10379 1.55495 0.02
H -11.84486 11.37418 1.56925 0.01
B -13.23036 14.77741 -0.22034 -0.78
H -12.82371 14.86101 -1.21627 0.03
H -14.00536 15.51318 -0.07117 0.03
H -13.58356 13.77561 -0.03089 0.05
H -12.47667 14.96328 0.52909 0.03
C -18.43141 18.23681 10.90931 -0.41
N -18.58802 17.40818 9.71556 -0.27
C -18.56947 16.06513 9.80748 0.09
C -18.72420 15.25691 8.66889 -0.21
C -18.84638 15.85569 7.35773 0.13
C -18.91397 17.30349 7.34930 -0.21
C -18.86343 18.03270 8.52712 0.08
C -18.91754 15.06522 6.05176 -0.04
C -18.13392 15.48403 4.96664 -0.16
C -17.98356 14.69207 3.83066 0.16
N -18.59086 13.48381 3.67264 -0.21
C -19.36156 13.08940 4.65268 0.11
C -19.54083 13.80495 5.85751 -0.21
C -18.39557 12.74706 2.39038 -0.44
H -19.46149 18.45852 11.18837 0.23
H -17.79105 19.10593 10.75879 0.24
H -18.00485 17.64237 11.71726 0.24
H -18.34856 15.60982 10.76157 0.24
H -18.75203 14.17809 8.71114 0.27
H -19.19316 17.82538 6.44592 0.26
H -18.87307 19.10843 8.62261 0.24
H -17.60154 16.41766 5.07294 0.25
H -17.41605 15.12962 3.02265 0.31
H -19.96847 12.23525 4.39100 0.24
H -20.08969 13.40356 6.69658 0.22
H -17.58597 12.04021 2.57204 0.30
H -18.09829 13.45357 1.61541 0.29
H -19.24769 12.19407 1.99517 0.25
B -16.98404 11.34898 -0.40320 1.34
F -17.53978 10.70748 0.65483 -0.59
F -15.82998 12.03586 0.03376 -0.56
F -16.64594 10.27492 -1.26198 -0.58
F -17.94538 12.25140 -1.00660 -0.60
B -15.02751 13.52549 5.10254 1.33
F -16.16093 12.85512 5.53635 -0.59
F -15.24005 14.83616 5.01565 -0.56
F -13.91577 13.31443 5.94171 -0.57
F -14.66183 13.08430 3.86218 -0.50
```

(5)
Formula: C25H40F3OSi4
Source: the Open Molecules 2025 dataset
Level of theory: wB97M-V/def2-TZVPD

Computed properties:
Net charge = +1
2S+1 = 1

The geometry in XYZ format:
```
73
Properties=species:S:1:pos:R:3:mulliken_charge:R:1
C -4.14189 -0.41178 1.47534 -1.02
Si -2.51012 -0.33802 0.54243 0.27
C -2.44223 -1.66086 -0.79196 -1.01
C -2.28240 1.35028 -0.26129 -0.66
Si -0.69396 -0.72735 1.96308 0.28
Si -0.72664 0.85230 3.69012 0.41
C -2.34596 0.82223 4.64894 -0.99
C 0.72024 0.47693 4.82944 -1.12
C -0.47803 2.54313 2.90761 -1.08
Si -1.01244 -2.80680 2.96857 0.31
C -2.62908 -2.89671 3.93080 -1.03
C -1.02246 -4.12822 1.63203 -1.10
C 0.41293 -3.14868 4.14582 -1.09
O 0.79695 -0.64545 1.01198 -0.64
C 1.26076 0.41497 0.30867 0.63
C 2.42472 0.29371 -0.36454 -1.42
H -4.92489 -0.21087 0.72861 0.41
H -4.34183 -1.39429 1.91928 0.25
H -4.22050 0.35021 2.26020 0.26
H -3.17886 -1.38211 -1.55972 0.43
H -1.45537 -1.70822 -1.27320 0.19
H -2.69315 -2.66145 -0.41619 0.32
H -3.05390 1.46096 -1.03699 0.37
H -2.38745 2.17795 0.45273 0.31
H -1.30762 1.45090 -0.75691 -0.04
H -2.26570 1.61657 5.40647 0.42
H -3.21879 1.04053 4.02209 0.26
H -2.51911 -0.12577 5.17152 0.26
H 0.81937 1.32964 5.51706 0.40
H 0.57892 -0.43458 5.42315 0.30
H 1.66166 0.38363 4.27091 0.32
H -0.40284 3.26497 3.73400 0.45
H 0.45362 2.59269 2.32807 0.26
H -1.30706 2.84591 2.25568 0.31
H -2.65888 -3.91349 4.34920 0.41
H -2.67894 -2.18623 4.76383 0.26
H -3.51650 -2.76305 3.30157 0.26
H -1.02912 -5.09681 2.15271 0.41
H -1.89872 -4.08099 0.97382 0.32
H -0.11723 -4.08404 1.01135 0.30
H 0.30008 -4.19151 4.47592 0.40
H 1.38497 -3.05662 3.64273 0.31
H 0.41728 -2.50225 5.03182 0.31
H 0.64584 1.32409 0.29604 0.20
H 2.78479 1.16837 -0.89207 0.42
H 3.01344 -0.61632 -0.32511 0.31
F -1.49947 5.11446 -3.51692 -0.26
C -1.88249 3.90760 -4.02056 0.81
F -3.03670 3.55677 -3.36679 -0.23
F -2.22513 4.11464 -5.33438 -0.25
C -0.82976 2.85639 -3.87445 0.62
C -1.22008 1.51980 -3.85111 -1.01
C -0.26204 0.54696 -3.68000 -0.67
C 1.12343 0.87302 -3.53696 1.34
C 2.01604 -0.21298 -3.37246 -0.42
C 3.41285 -0.26009 -3.57030 0.90
C 4.04174 -1.51958 -3.32519 -0.46
C 5.41700 -1.65482 -3.34476 -0.67
C 6.22595 -0.53515 -3.60349 -0.31
C 5.63472 0.69908 -3.91067 -0.81
C 4.25002 0.82548 -3.96813 -0.22
C 1.46880 2.25410 -3.53294 -0.11
C 0.50530 3.22710 -3.75302 -1.47
H -2.26957 1.25422 -3.96468 0.45
H -0.55064 -0.50797 -3.68319 0.35
H 1.53597 -1.17073 -3.14662 0.21
H 3.39299 -2.37410 -3.12367 0.41
H 5.86457 -2.63642 -3.16310 0.40
H 7.31349 -0.63345 -3.57441 0.40
H 6.26329 1.56735 -4.12755 0.41
H 3.81451 1.74527 -4.34271 0.63
H 2.49263 2.58042 -3.35255 0.39
H 0.78869 4.27512 -3.82505 0.46
```

(6)
Formula: C18H30N7O2SSc
Source: the Open Molecules 2025 dataset
Level of theory: wB97M-V/def2-TZVPD

Computed properties:
Net charge = +2
2S+1 = 1

The geometry in XYZ format:
```
59
Properties=species:S:1:pos:R:3:nbo_charge:R:1
Sc -0.44634 1.57286 -0.72043 1.66
C 0.23096 1.18007 -3.82808 -0.66
C -0.54312 -0.04132 -3.40644 0.27
C -0.83641 -1.07305 -4.31223 -0.27
C -1.55162 -2.15155 -3.87910 -0.06
C -1.98117 -2.22642 -2.53504 -0.11
C -2.73222 -3.31664 -2.04622 -0.18
C -3.12546 -3.33214 -0.74061 -0.18
C -2.77537 -2.27197 0.11993 -0.20
C -2.03808 -1.19505 -0.31192 -0.17
S -1.62129 0.09154 0.83886 -0.31
C -1.63728 -1.15896 -1.67465 0.21
N -0.92521 -0.08489 -2.14445 -0.58
H 0.54295 1.11822 -4.86732 0.27
H 1.13444 1.29549 -3.22208 0.23
H -0.37332 2.08733 -3.72500 0.23
H -0.50053 -0.99681 -5.33825 0.25
H -1.80254 -2.96103 -4.55851 0.24
H -2.99373 -4.12347 -2.72186 0.24
H -3.71448 -4.15674 -0.35892 0.24
H -3.10554 -2.28875 1.15317 0.23
N -2.55694 2.27290 -1.84681 -0.86
C -2.99450 3.65040 -1.50351 -0.23
C -2.72225 3.87876 -0.03480 -0.23
N -1.29499 3.58796 0.22501 -0.86
H -2.64452 2.13545 -2.84721 0.40
H -3.21867 1.62089 -1.44052 0.40
H -4.04785 3.81095 -1.71780 0.22
H -2.41823 4.35247 -2.10524 0.20
H -3.31861 3.19157 0.56048 0.22
H -2.99088 4.89346 0.24602 0.22
H -1.12788 3.53614 1.22171 0.42
H -0.73556 4.37679 -0.07944 0.40
N 1.60507 -0.08386 -0.78463 -0.83
C 1.96286 -0.07294 0.65481 -0.16
C 3.46180 -0.29535 0.88252 -0.41
C 4.09965 0.09362 2.22712 -0.42
C 3.52906 -0.42648 3.55913 -0.23
N 2.89715 -1.75646 3.54193 -0.56
C 1.62766 -2.00908 3.83814 0.68
N 1.24799 -3.27532 4.07294 -0.77
N 0.73360 -1.03401 3.87347 -0.78
C 1.45213 1.23838 1.23096 0.81
O 1.38129 1.41317 2.43143 -0.64
O 1.06540 2.10915 0.32462 -0.81
H 1.55871 -1.03359 -1.12805 0.39
H 2.36637 0.35916 -1.28542 0.38
H 1.37134 -0.84257 1.13907 0.23
H 3.98177 0.31499 0.13863 0.22
H 3.68826 -1.33507 0.63564 0.22
H 4.09206 1.18185 2.29885 0.24
H 5.14762 -0.20078 2.16917 0.23
H 2.81973 0.29126 3.95104 0.24
H 4.33903 -0.48601 4.28306 0.23
H 3.51732 -2.54751 3.49427 0.41
H 1.93156 -3.98821 4.25883 0.42
H 0.30462 -3.47411 4.35487 0.42
H 0.91545 -0.16221 3.38485 0.45
H -0.23124 -1.25248 4.05403 0.42
```

Number 1: calculated total energy -82306.371 eV, maximum force 4.68 eV/Å. Number 2: calculated total energy -33264.756 eV, maximum force 2.39 eV/Å. Number 3: calculated total energy -17581.272 eV, maximum force 4.65 eV/Å. Number 4: calculated total energy -70013.952 eV, maximum force 4.95 eV/Å. Number 5: calculated total energy -68280.331 eV, maximum force 2.24 eV/Å. Number 6: calculated total energy -65208.366 eV, maximum force 1.60 eV/Å.